1.
8
Properties=species:S:1:pos:R:3 method="wB97M-V/def2-TZVPD" total_charge=0 homo_lumo_gap_ha=0.3347 de_lowest_kcal_mol=33.2 smiles="N#[N+][S-].O=C=CCl" spin_multiplicity=1
N -2.370 0.653 3.160
N -1.482 0.632 3.851
S -0.308 0.554 4.801
O -1.646 -1.598 1.326
C -1.157 -0.685 0.786
C -0.441 0.214 0.162
Cl 0.841 1.023 1.167
H -0.726 0.695 -0.782

---

2.
58
Properties=species:S:1:pos:R:3 method="wB97M-V/def2-TZVPD" total_charge=-1 homo_lumo_gap_ha=0.2295 spin_multiplicity=1
N 1.176 2.164 -1.144
C 2.145 1.521 -0.258
N 1.596 0.872 0.931
C 0.428 0.039 0.771
C -0.928 0.724 0.838
C -1.800 0.734 -0.245
C -3.034 1.365 -0.165
C -3.417 2.003 1.009
C -2.555 1.998 2.100
C -1.327 1.363 2.014
C 3.277 2.524 0.214
O 3.462 3.517 -0.505
O 3.885 2.174 1.270
H 0.648 1.487 -1.680
H 0.535 2.757 -0.634
H 2.610 0.733 -0.865
H 1.517 1.530 1.695
H 0.443 -0.718 1.569
H 0.506 -0.500 -0.179
H -1.505 0.263 -1.177
H -3.692 1.364 -1.030
H -4.376 2.505 1.075
H -2.857 2.500 3.013
H -0.660 1.365 2.872
C -1.841 0.270 -5.651
C -1.983 -1.019 -4.847
C -3.249 -1.822 -5.166
O -4.446 -1.285 -4.638
C -5.031 -0.243 -5.391
N -1.850 -0.704 -3.425
H -2.478 1.060 -5.254
H -0.814 0.629 -5.596
H -2.096 0.115 -6.702
H -1.142 -1.668 -5.115
H -3.153 -2.810 -4.707
H -3.352 -1.969 -6.251
H -4.898 -0.408 -6.466
H -4.621 0.735 -5.130
H -6.098 -0.240 -5.166
H -1.795 -1.556 -2.875
H -2.709 -0.252 -3.122
C 4.126 -1.313 5.747
C 2.762 -1.796 5.267
C 2.748 -2.300 3.817
O 2.789 -1.290 2.848
C 4.067 -0.744 2.551
N 1.775 -0.736 5.493
H 4.359 -0.326 5.350
H 4.135 -1.240 6.835
H 4.919 -1.999 5.441
H 2.473 -2.649 5.892
H 1.798 -2.821 3.656
H 3.557 -3.032 3.656
H 4.844 -1.515 2.641
H 4.306 0.100 3.198
H 4.032 -0.352 1.539
H 0.847 -1.091 5.284
H 1.939 -0.013 4.795

---

3.
4
Properties=species:S:1:pos:R:3 method="wB97M-V/def2-TZVPD" total_charge=0 homo_lumo_gap_ha="0.3313 / 0.3292" de_lowest_kcal_mol=113.9 spin_multiplicity=1
N -0.871 -0.243 -0.141
O 0.232 0.485 -0.385
O 1.490 0.668 -0.014
H -0.852 -0.909 0.540

---

4.
13
Properties=species:S:1:pos:R:3 method="wB97M-V/def2-TZVPD" total_charge=-1 homo_lumo_gap_ha=0.2948 de_lowest_kcal_mol=0.5 spin_multiplicity=1
C 0.221 0.663 -1.316
C 1.395 1.094 -0.775
C 0.808 -1.186 -0.327
C 0.732 -2.498 0.106
N -0.112 -0.618 -1.069
N 0.673 -3.620 0.400
O 0.615 -4.763 0.760
S 2.180 -0.132 0.107
Cl 4.093 1.635 0.520
H -0.449 1.260 -1.912
H 1.866 2.052 -0.838
H -0.937 -1.290 1.669
H -1.372 -1.097 2.287

---

5.
73
Properties=species:S:1:pos:R:3 method="wB97M-V/def2-TZVPD" total_charge=+2 homo_lumo_gap_ha="0.0752 / 0.0752" de_lowest_kcal_mol=25.3 spin_multiplicity=2
Sn -6.123 1.043 -0.553
Sn -2.145 4.827 2.579
C -0.565 0.705 -0.941
F 0.555 0.983 -0.360
F -0.726 1.463 -2.056
F -0.618 -0.630 -1.262
S -1.957 1.164 0.370
O -3.138 1.308 -0.461
O -2.100 0.071 1.363
O -1.454 2.399 0.987
C -3.134 0.508 -4.749
C -4.097 1.343 -3.967
O -5.280 0.665 -3.622
H -3.092 -0.515 -4.376
H -2.122 0.899 -4.647
H -3.425 0.414 -5.795
H -4.458 2.208 -4.524
H -3.638 1.813 -3.098
H -5.768 0.375 -4.396
C 1.378 -2.778 -1.785
C 2.393 -3.719 -2.348
O 1.748 -4.730 -3.137
H 0.686 -3.273 -1.104
H 0.755 -2.358 -2.576
H 1.803 -1.879 -1.338
H 2.974 -4.183 -1.551
H 2.927 -3.255 -3.177
H 2.467 -5.234 -3.525
C -0.005 -1.253 5.708
C -0.892 -1.151 4.509
O -0.499 -0.281 3.509
H -0.611 -1.797 6.432
H 0.150 -0.229 6.047
H 0.904 -1.854 5.678
H -1.855 -0.776 4.855
H -1.172 -2.085 4.022
H -1.060 -0.339 2.732
C 2.925 0.660 2.543
C 2.532 0.884 4.019
O 1.346 1.638 4.145
H 3.676 -0.082 2.274
H 3.251 1.631 2.170
H 2.051 0.368 1.961
H 3.338 1.363 4.575
H 2.335 0.010 4.639
H 0.732 0.902 4.195
C -1.894 -3.789 1.106
C -3.112 -3.291 1.793
O -3.575 -2.075 1.211
H -1.857 -3.713 0.019
H -1.605 -4.818 1.319
H -1.055 -3.211 1.494
H -3.110 -3.317 2.883
H -3.871 -4.027 1.529
H -2.924 -1.370 1.220
C 2.544 1.286 -3.921
C 3.134 0.072 -4.467
O 2.371 -0.128 -5.618
H 2.849 2.196 -4.437
H 2.827 1.439 -2.879
H 1.488 1.221 -3.659
H 3.097 -0.725 -3.725
H 4.167 0.229 -4.777
H 2.561 0.418 -6.385
C 2.144 3.968 0.575
C 1.978 4.444 2.031
O 0.752 3.851 2.549
H 1.303 4.255 -0.055
H 2.179 2.881 0.514
H 3.048 4.395 0.140
H 1.780 5.509 2.153
H 2.744 4.113 2.731
H 1.046 2.949 2.695

---

6.
31
Properties=species:S:1:pos:R:3 method="wB97M-V/def2-TZVPD" total_charge=+3 homo_lumo_gap_ha=0.1866 de_lowest_kcal_mol=0.0 spin_multiplicity=1
Tl -17.886 -22.386 -11.940
C -21.053 -21.500 -11.862
C -21.388 -22.870 -12.246
O -20.382 -23.634 -11.568
O -19.823 -21.138 -12.501
H -20.949 -21.433 -10.762
H -21.860 -20.771 -12.027
H -21.302 -23.070 -13.321
H -22.388 -23.169 -11.913
H -20.588 -24.582 -11.509
H -19.713 -20.169 -12.397
C -18.748 -24.093 -14.976
C -17.422 -24.749 -14.448
O -17.295 -24.594 -13.060
O -18.759 -22.790 -14.501
H -19.619 -24.674 -14.629
H -18.689 -24.107 -16.067
H -16.603 -24.216 -14.958
H -17.404 -25.800 -14.733
H -17.319 -25.475 -12.635
H -19.244 -22.193 -15.100
C -15.502 -21.579 -9.290
C -15.658 -20.417 -10.259
O -16.125 -20.896 -11.518
O -16.537 -22.469 -9.460
H -15.467 -21.205 -8.265
H -14.541 -22.112 -9.467
H -14.714 -19.886 -10.344
H -16.439 -19.744 -9.851
H -15.639 -20.469 -12.252
H -16.688 -22.942 -8.615

---

7.
25
Properties=species:S:1:pos:R:3 method="wB97M-V/def2-TZVPD" total_charge=+3 homo_lumo_gap_ha=0.4969 de_lowest_kcal_mol=0.0 spin_multiplicity=1
Y 0.033 -0.052 0.044
O 1.910 1.120 -0.692
H 1.821 1.943 -1.206
H 2.865 0.937 -0.683
O -1.246 -0.409 2.019
H -1.123 -0.027 2.907
H -1.859 -1.155 2.151
O 1.586 -0.387 1.785
H 2.388 0.107 2.036
H 1.607 -1.197 2.329
O 1.546 -1.758 -0.760
H 1.944 -1.893 -1.640
H 2.193 -2.133 -0.138
O -2.205 0.822 -0.278
H -3.079 0.656 0.121
H -2.372 1.545 -0.904
O -0.312 0.404 -2.239
H -0.947 1.036 -2.612
H 0.046 -0.050 -3.023
O -0.140 2.109 0.902
H -0.946 2.652 0.875
H 0.501 2.641 1.410
O -1.199 -1.987 -0.685
H -0.849 -2.870 -0.900
H -2.160 -2.054 -0.820

---

8.
104
Properties=species:S:1:pos:R:3 method="wB97M-V/def2-TZVPD" total_charge=+2 homo_lumo_gap_ha="0.1946 / 0.1946" de_lowest_kcal_mol=47.7 spin_multiplicity=1
Ir 0.001 0.019 -0.220
C 0.039 -2.193 -0.160
C 0.815 -1.968 1.048
C 2.026 -1.320 0.647
C 1.875 -1.071 -0.742
C 0.751 -1.777 -1.282
C 0.771 -2.412 -2.672
C 2.051 -3.264 -2.728
C -0.424 -3.335 -2.880
C 0.842 -1.364 -3.781
C 3.454 -1.292 1.255
C 3.763 -0.155 2.225
C 3.709 -2.659 1.916
C 4.486 -1.154 0.120
C 0.289 -2.498 2.374
C 1.047 -2.037 3.635
C -1.190 -2.095 2.528
C 0.338 -4.039 2.279
H -0.854 -2.799 -0.220
H 2.641 -0.642 -1.368
H 2.127 -3.930 -1.861
H 2.947 -2.638 -2.768
H 2.037 -3.884 -3.628
H -0.400 -4.182 -2.186
H -0.398 -3.741 -3.895
H -1.367 -2.801 -2.760
H 1.594 -0.596 -3.562
H -0.123 -0.880 -3.926
H 1.123 -1.843 -4.723
H 3.129 -0.148 3.110
H 3.672 0.802 1.717
H 4.798 -0.257 2.569
H 3.259 -2.736 2.902
H 4.785 -2.795 2.036
H 3.343 -3.481 1.293
H 4.426 -0.181 -0.378
H 4.390 -1.952 -0.626
H 5.485 -1.230 0.555
H 1.662 -1.167 3.447
H 1.686 -2.827 4.027
H 0.344 -1.780 4.428
H -1.330 -1.022 2.366
H -1.522 -2.341 3.538
H -1.825 -2.638 1.833
H 1.367 -4.403 2.264
H -0.177 -4.415 1.392
H -0.155 -4.456 3.160
C -1.279 1.153 -3.471
C -2.138 -0.065 -3.233
C -2.716 -0.746 -4.295
C -3.564 -1.824 -4.076
C -3.844 -2.222 -2.782
C -3.292 -1.557 -1.689
C -3.696 -1.977 -0.296
C -2.426 -0.501 -1.941
N -1.941 0.326 -0.829
C -2.795 1.185 -0.449
C -4.191 1.232 -1.045
C -1.160 2.766 0.838
C -1.182 3.350 2.256
N -0.113 1.752 0.687
C 1.194 2.231 1.116
C 2.085 2.801 0.181
C 1.885 2.777 -1.325
C 3.244 3.431 0.646
C 3.539 3.502 1.991
C 2.711 2.858 2.894
C 1.566 2.198 2.478
C 0.775 1.455 3.531
H -0.956 1.201 -4.510
H -0.390 1.139 -2.837
H -1.829 2.081 -3.257
H -2.503 -0.419 -5.308
H -4.013 -2.342 -4.914
H -4.521 -3.052 -2.600
H -4.784 -1.949 -0.191
H -3.259 -1.352 0.478
H -3.401 -3.011 -0.106
H -4.805 0.410 -0.672
H -4.131 1.115 -2.126
H -4.698 2.172 -0.838
H -1.528 2.596 2.959
H -1.805 4.229 2.351
H -0.176 3.656 2.509
H 1.061 2.138 -1.635
H 2.788 2.404 -1.810
H 1.720 3.782 -1.728
H 3.915 3.885 -0.079
H 4.429 4.022 2.332
H 2.970 2.843 3.950
H 1.443 0.807 4.095
H -0.017 0.842 3.105
H 0.338 2.139 4.264
Br -1.330 6.298 -1.538
C -1.828 4.936 -0.326
C -3.040 5.143 0.367
C -3.796 4.195 1.035
C -3.591 2.833 0.995
N -2.500 2.189 0.527
C -0.997 3.873 -0.192
H -3.474 6.137 0.292
H -4.717 4.528 1.496
H -4.411 2.181 1.278
H -0.134 3.803 -0.851

---

Maximum force? In order: 3.959, 0.814, 6.259, 2.610, 3.765, 2.635, 0.804, 3.085 eV/Å.
M? In order: 136.56, 357.47, 47.01, 163.61, 708.97, 390.59, 233.03, 876.06 g mol⁻¹.